Entry 1:
The following is a DFT calculation (the ωB97M-V functional and the def2-TZVPD basis) of a cluster of 10 separate species, C27H53BrF3NO38S9 in total.

The geometry in XYZ format:
```
132
Properties=species:S:1:pos:R:3:forces:R:3
C 1.07104 -2.58824 1.72004 1.10 1.72 0.21
C 1.48450 -3.02836 0.20941 0.83 -0.73 0.38
C 0.62003 -4.24065 -0.46768 2.04 0.78 -2.40
Br 0.37675 -5.84955 0.77003 -0.22 1.06 -0.81
N -0.58494 -3.87756 -1.25537 1.09 0.13 1.17
C -1.64525 -3.06257 -0.63162 -2.11 1.43 -0.67
C -1.35279 -1.41590 -0.56416 -0.28 -0.37 1.04
O -2.45180 -0.68817 -1.22645 0.82 0.23 2.02
C -2.68869 0.63237 -0.62429 -1.46 0.76 -1.09
C -2.24485 -3.52947 0.81335 -1.07 0.33 0.46
C -3.22397 -4.86190 0.75922 0.45 -0.51 0.39
O -3.32589 -5.48693 -0.56773 -1.61 1.99 0.96
C -4.73210 -4.58195 1.38523 -1.58 -0.17 0.14
F -4.71094 -3.80435 2.65517 -0.26 -2.71 -4.04
F -5.62506 -3.82348 0.44213 2.74 -2.30 2.95
F -5.41665 -5.90978 1.60423 1.97 4.52 -0.38
H 0.44636 -1.57160 1.69531 1.08 -2.45 0.16
H 2.08334 -2.29444 2.28073 -2.47 -0.68 -1.33
H 0.56817 -3.40943 2.38226 0.85 1.49 -1.53
H 1.51720 -2.13385 -0.58026 -0.31 -1.90 1.88
H 2.61349 -3.41399 0.26118 -2.48 0.67 -0.12
H 1.37942 -4.69841 -1.27575 -1.90 0.89 1.83
H -0.24779 -3.45128 -2.15580 -0.69 -0.57 1.36
H -2.58335 -3.12017 -1.37491 2.09 0.16 1.54
H -0.34281 -1.11021 -1.06862 -1.76 -0.66 1.08
H -1.39439 -1.16576 0.60264 0.48 -0.14 -2.56
H -3.83801 0.89243 -0.81424 2.35 -0.74 0.37
H -2.07861 1.42389 -1.23852 -1.12 -1.55 1.61
H -2.53666 0.68807 0.53436 0.12 -0.21 -2.22
H -1.46033 -3.73396 1.65360 -1.33 0.51 -1.82
H -2.93885 -2.63741 1.19637 1.63 -1.79 -0.92
H -2.73413 -5.68231 1.47432 -1.33 1.73 -1.67
H -3.96207 -4.94437 -1.15527 1.56 -1.04 1.54
O -0.33712 -5.26414 -4.52651 -1.42 1.33 0.38
S -1.55210 -4.48486 -4.43891 0.19 -0.53 -0.05
O -1.59613 -3.15644 -3.87344 0.33 -1.34 -0.89
O -2.68992 -5.39721 -3.71029 0.91 0.42 -0.57
C -3.81203 -5.54166 -4.57932 -0.55 0.22 -0.40
C -3.24827 -5.43821 -5.99395 -0.24 -0.73 -0.01
O -2.23470 -4.43825 -5.91955 0.27 0.42 1.17
H -4.51037 -4.72427 -4.37259 0.00 -0.07 -0.08
H -4.31053 -6.49849 -4.40254 0.29 0.13 0.12
H -4.01001 -5.16140 -6.72669 0.25 0.22 0.12
H -2.77445 -6.37724 -6.29899 -0.12 0.05 0.04
O -5.93177 -2.80118 -8.65664 1.63 0.22 -0.67
S -4.64910 -2.32776 -9.12756 -0.07 0.05 -0.21
O -3.96617 -2.90310 -10.26290 -1.16 0.58 1.37
O -3.62124 -2.30098 -7.86237 -1.03 -0.14 -0.64
C -3.12738 -0.97524 -7.67880 0.41 0.70 -0.13
C -4.22685 -0.05446 -8.20136 0.08 0.22 0.65
O -4.75225 -0.71526 -9.35031 0.35 -1.29 -0.19
H -2.21086 -0.86856 -8.26800 -0.09 0.04 0.07
H -2.90400 -0.79419 -6.62401 -0.14 -0.26 -0.16
H -3.84980 0.93649 -8.46520 -0.20 -0.54 -0.18
H -5.03620 0.04707 -7.47062 0.11 0.02 0.03
O 1.85362 1.29589 0.79657 -1.66 0.98 -0.44
S 0.66733 2.12284 0.79902 0.56 0.04 0.39
O -0.30232 2.11147 -0.27152 1.53 -0.07 1.16
O 1.12276 3.66450 1.07061 0.06 -1.39 -0.28
C 0.47488 4.15206 2.24437 -0.75 0.35 0.56
C 0.23415 2.92348 3.11750 0.63 0.49 0.46
O -0.11748 1.88280 2.20859 0.07 0.17 -1.34
H -0.47130 4.61383 1.94427 0.26 -0.11 0.21
H 1.10022 4.89711 2.74350 0.01 -0.22 -0.27
H -0.56183 3.08184 3.84901 -0.01 -0.17 -0.31
H 1.15055 2.62318 3.63650 -0.09 0.05 0.00
O -3.25892 2.70348 -7.74137 0.30 1.97 0.07
S -3.34033 4.14589 -7.80447 0.35 0.32 -0.33
O -2.27676 4.97222 -8.32638 -1.38 -1.45 0.61
O -3.74805 4.69733 -6.32542 0.13 -0.73 -0.84
C -4.96339 5.43928 -6.41284 -0.44 0.61 -0.21
C -5.72314 4.83987 -7.59318 -0.44 -0.25 0.59
O -4.72546 4.54455 -8.56796 1.12 0.07 0.46
H -4.70966 6.48786 -6.59899 -0.08 -0.08 0.01
H -5.52529 5.36215 -5.47817 0.26 -0.16 -0.12
H -6.46891 5.52664 -8.00053 0.31 -0.10 -0.13
H -6.20953 3.89974 -7.31228 -0.03 0.13 0.03
O 3.19563 -2.95326 3.94548 0.56 -1.23 1.46
S 3.36200 -4.12261 4.77980 0.04 -0.15 0.09
O 3.63491 -4.04660 6.19618 -0.48 0.26 -1.77
O 4.47911 -5.08687 4.08686 -0.81 1.08 0.21
C 3.90397 -6.36457 3.81870 -0.85 -0.70 0.16
C 2.41490 -6.10509 3.60642 0.52 -0.14 -0.77
O 2.07305 -5.09633 4.55421 0.85 0.70 0.70
H 4.07217 -7.00375 4.69146 -0.08 0.08 -0.10
H 4.37330 -6.81740 2.94123 -0.48 0.65 0.45
H 1.80962 -7.00131 3.76190 0.01 0.27 0.19
H 2.22330 -5.70610 2.60471 0.09 -0.17 0.22
O 2.69427 7.87440 4.87182 -1.05 -0.29 -1.36
S 1.95496 7.89492 3.62919 -0.17 0.16 0.05
O 0.64177 7.31090 3.48484 1.69 0.69 0.53
O 2.91829 7.30318 2.45457 -0.37 0.42 1.05
C 3.07736 8.28393 1.43084 -0.23 0.45 -0.65
C 2.92437 9.63197 2.13020 0.76 -0.01 -0.16
O 1.89563 9.43583 3.09768 -0.32 -1.20 0.18
H 2.28678 8.13295 0.68872 0.09 0.06 0.04
H 4.05286 8.17726 0.94888 -0.14 -0.15 0.28
H 2.65450 10.43245 1.43726 -0.20 -0.17 0.24
H 3.84116 9.90583 2.66294 -0.04 -0.01 -0.13
O -2.05071 7.83148 0.35240 -0.11 -1.91 0.44
S -2.25821 6.40390 0.45291 -0.03 0.43 -0.01
O -2.27527 5.69776 1.71286 -0.18 1.16 -1.42
O -1.19915 5.66485 -0.54213 -0.66 0.84 0.59
C -1.91164 4.87846 -1.49562 -0.49 -0.73 -0.28
C -3.25989 5.57226 -1.67054 0.39 0.18 -0.65
O -3.61685 6.02808 -0.36763 0.83 -0.14 0.80
H -2.03675 3.87253 -1.08209 0.03 0.08 -0.10
H -1.35345 4.81848 -2.43375 0.05 0.16 0.29
H -4.02529 4.90113 -2.06742 0.05 0.09 0.33
H -3.17083 6.44802 -2.32203 0.00 -0.10 -0.02
O 4.12435 7.36515 11.36328 0.29 -1.57 -1.07
S 4.22150 6.29650 10.39390 -0.08 -0.04 0.45
O 4.39174 4.91080 10.76435 -0.33 1.87 -0.24
O 5.37885 6.69163 9.31580 -0.77 0.09 0.73
C 4.81546 6.72962 8.00571 -0.31 -0.28 -0.60
C 3.34756 7.09819 8.20356 0.22 0.61 -0.38
O 2.94528 6.40764 9.38428 0.91 -0.52 0.56
H 4.91546 5.73338 7.56292 -0.04 0.11 -0.01
H 5.34378 7.45773 7.38441 -0.01 -0.07 0.32
H 2.72618 6.80424 7.35430 0.05 -0.09 0.30
H 3.23181 8.17206 8.38444 0.04 -0.08 -0.12
O 5.78760 -7.74911 2.26689 1.20 -0.93 1.23
S 6.50296 -8.21191 3.43531 0.37 -0.27 0.16
O 5.83982 -8.67749 4.63108 0.61 0.51 -1.80
O 7.58634 -7.06799 3.85440 -0.83 -0.69 -0.67
C 8.89903 -7.62625 3.83491 0.57 -0.44 0.26
C 8.85101 -8.74513 2.79784 0.44 0.54 -0.37
O 7.57038 -9.35027 2.96077 -0.76 0.60 0.72
H 9.11555 -8.02234 4.83230 0.03 0.02 -0.11
H 9.63577 -6.85941 3.58104 -0.35 0.00 0.00
H 9.64614 -9.48060 2.94149 -0.34 -0.03 0.07
H 8.90735 -8.34257 1.78093 0.08 -0.01 0.11
```
Forces are in eV/Å.

Kohn-Sham gap ... 8.51 eV
HOMO ... -0.321 Eh
DFT total energy ... -10431.32534 Ha

These are the Löwdin partial charges, in e, on atoms 1 to 99: C -0.13; C -0.23; C -0.62; Br 0.68; N -0.08; C -0.26; C -0.15; O -0.24; C -0.13; C -0.08; C -0.23; O -0.08; C -0.17; F 0.01; F -0.01; F -0.01; H 0.08; H 0.07; H 0.06; H 0.12; H 0.12; H 0.12; H 0.10; H 0.15; H 0.13; H 0.11; H 0.11; H 0.07; H 0.10; H 0.09; H 0.14; H 0.16; H 0.12; O -0.23; S 0.68; O -0.25; O -0.20; C -0.17; C -0.17; O -0.20; H 0.13; H 0.14; H 0.14; H 0.14; O -0.25; S 0.67; O -0.24; O -0.21; C -0.16; C -0.18; O -0.19; H 0.14; H 0.14; H 0.09; H 0.14; O -0.23; S 0.68; O -0.27; O -0.19; C -0.17; C -0.16; O -0.20; H 0.09; H 0.12; H 0.14; H 0.14; O -0.25; S 0.70; O -0.22; O -0.20; C -0.17; C -0.17; O -0.19; H 0.13; H 0.14; H 0.14; H 0.13; O -0.26; S 0.69; O -0.24; O -0.19; C -0.19; C -0.20; O -0.20; H 0.12; H 0.09; H 0.14; H 0.03; O -0.24; S 0.68; O -0.23; O -0.20; C -0.17; C -0.17; O -0.19; H 0.13; H 0.14; H 0.14; H 0.13

---

Entry 2:
The following is a DFT calculation (the ωB97M-V functional and the def2-TZVPD basis) of a cluster of 9 separate species, C27H54O18S3 in total.

The geometry in XYZ format:
```
102
Properties=species:S:1:pos:R:3:forces:R:3
C -4.68175 0.51185 1.73843 0.98 0.01 0.14
S -3.36562 1.76108 1.82060 -0.30 -0.49 0.68
O -2.12754 1.04449 2.26443 0.08 0.06 0.38
C -3.15279 1.99131 0.10265 -0.60 -0.41 -0.36
H -5.57175 0.92153 1.27574 -0.09 -0.04 -0.09
H -4.85822 0.21794 2.76232 -0.26 -0.05 0.34
H -4.24890 -0.34751 1.21844 -0.28 0.10 -0.19
H -2.84521 1.05302 -0.36372 0.70 0.29 0.02
H -2.58570 2.89201 -0.04562 0.68 -0.09 -0.36
H -4.13617 2.13582 -0.27003 -1.09 0.51 -0.51
C -1.30873 -1.56641 0.56711 -1.85 0.03 -0.90
S -0.30268 -1.70047 -0.89199 1.11 -0.72 0.79
O -0.94083 -1.06104 -2.04187 -1.13 0.78 -1.39
C 0.99119 -0.57064 -0.42445 -0.81 0.16 2.47
H -2.15714 -2.24805 0.38099 0.40 -0.08 0.03
H -1.79923 -0.61528 0.82476 0.97 0.02 -0.07
H -0.71328 -1.98720 1.33281 0.55 -0.23 1.15
H 1.65701 -0.39229 -1.20532 1.09 -0.11 -1.43
H 1.48399 -0.92744 0.48782 0.20 -0.28 -0.33
H 0.56060 0.36998 -0.10487 -0.43 0.39 -0.19
C -0.07716 -5.97066 0.98037 1.36 0.68 -0.11
S -1.47457 -7.08453 0.79283 0.72 -0.19 -2.82
O -2.39672 -6.81116 1.88246 -1.17 0.63 1.11
C -2.16244 -6.34073 -0.87958 0.92 -0.68 1.76
H 0.25764 -6.05140 2.04723 -0.52 0.20 -0.87
H -0.34933 -4.92711 0.69558 0.16 -0.69 0.45
H 0.81956 -6.26791 0.35371 -1.24 0.11 0.46
H -2.66690 -5.41762 -0.68785 -0.20 0.69 0.45
H -2.90283 -7.05530 -1.20802 0.14 -0.29 -0.36
H -1.31581 -6.15300 -1.53944 -0.12 -0.34 -0.14
C 2.07234 5.42481 -5.27691 -0.48 0.70 -0.57
O 1.33066 5.10572 -4.12345 0.33 0.86 1.19
C 0.44312 4.13894 -4.22093 0.17 -1.93 -1.20
O 0.31669 3.43600 -5.22310 -0.25 0.90 1.53
O -0.14952 4.01029 -3.03927 -0.73 -1.68 0.27
C -0.82732 2.66741 -2.79319 1.16 1.22 -1.46
H 1.34754 5.71706 -6.01917 -0.06 -0.21 -0.76
H 2.66326 4.57790 -5.61173 0.17 0.12 -0.04
H 2.63017 6.34522 -5.07973 0.25 -0.55 0.33
H -0.87346 2.55355 -1.74055 -0.65 0.52 0.86
H -0.15510 1.86511 -3.08834 -0.01 0.09 -0.63
H -1.75568 2.66204 -3.37151 0.18 -0.17 0.44
C 2.14496 4.27771 -0.14140 1.39 2.08 2.38
O 1.41756 4.62227 1.06901 -1.09 -0.06 0.08
C 0.10033 4.41157 1.04093 -1.35 -1.76 -3.03
O -0.50958 3.78514 0.11108 1.95 2.10 3.27
O -0.45027 4.95490 2.10513 0.33 0.66 0.14
C -1.84457 4.72816 2.33862 0.30 -2.24 -1.69
H 3.18626 4.27265 0.30610 -1.05 -0.50 -1.33
H 2.00235 5.09200 -0.83016 0.20 0.31 -0.40
H 1.72630 3.42413 -0.55032 -0.22 -1.98 -0.73
H -2.24766 5.43785 3.00314 -0.04 0.89 0.81
H -1.87554 3.70170 2.72331 -0.45 0.37 0.27
H -2.39169 4.71890 1.38030 0.22 0.25 0.41
C 3.54972 1.39581 -3.55139 -1.85 1.89 0.13
O 3.36965 0.02770 -3.39509 -0.18 -0.41 0.37
C 4.24111 -0.51125 -2.54473 -1.06 -1.42 -2.03
O 5.22489 -0.01240 -2.13821 1.75 1.65 1.20
O 3.87835 -1.76251 -2.37792 0.17 -0.55 1.77
C 4.63190 -2.36069 -1.26485 -0.46 -1.02 -0.81
H 3.63207 1.92638 -2.58481 0.12 -0.36 -0.35
H 2.60685 1.73076 -4.02436 0.56 0.05 0.06
H 4.37385 1.66060 -4.17132 0.78 0.01 -0.46
H 4.95661 -1.61974 -0.52271 -0.20 -0.22 -0.44
H 5.49928 -2.85941 -1.74631 -0.47 0.18 0.73
H 3.90520 -3.07760 -0.83738 0.70 0.24 -0.18
O 2.06215 -1.36609 4.32546 0.39 -0.80 -0.18
C 2.01231 -0.19241 4.12394 -1.41 -0.61 0.04
O 0.93535 0.33350 3.47252 0.47 0.07 0.23
C 0.93201 1.78605 3.50902 -0.48 -1.18 0.04
C 2.09652 2.15518 4.42038 1.43 -0.67 -1.11
C 2.90177 0.85326 4.63443 1.17 1.10 -0.46
H -0.02440 2.08818 3.96460 0.30 -0.07 -0.31
H 0.90395 2.03961 2.46650 0.40 0.78 -0.40
H 1.61629 2.45330 5.29458 -0.19 0.72 1.80
H 2.79481 2.90250 4.07125 -0.37 0.55 -0.22
H 3.24179 0.63981 5.62339 -0.70 -0.13 1.19
H 3.93293 0.80585 4.21307 -0.94 0.26 -0.82
O 0.98395 -4.12029 -2.72949 0.02 1.08 -0.30
C 0.37499 -3.46951 -3.55364 0.79 -1.81 0.27
O -0.86818 -3.88258 -3.85734 -0.41 1.08 -1.48
C -1.44511 -3.03858 -4.91794 0.45 0.96 0.62
C -0.48309 -1.81930 -5.13376 1.63 -0.42 1.03
C 0.88015 -2.40033 -4.50602 -1.78 0.58 0.56
H -2.37622 -2.73657 -4.49430 -0.73 0.42 0.11
H -1.67200 -3.58131 -5.83696 0.51 -0.37 0.20
H -0.75706 -0.84580 -4.63950 0.00 -1.41 0.00
H -0.28237 -1.53384 -6.15281 -0.31 -0.35 -0.61
H 1.45782 -1.65536 -3.97063 0.04 0.06 0.06
H 1.56005 -2.92838 -5.17141 -0.18 0.12 -0.42
O -4.82445 -1.43545 5.09595 0.73 0.03 -0.15
C -3.61347 -1.38614 5.07489 -1.26 -0.35 0.08
O -2.97205 -0.22917 5.28230 1.44 -0.45 0.37
C -1.49687 -0.42885 5.20174 -1.28 0.20 -2.04
C -1.28796 -1.85659 4.62574 -1.98 0.31 1.49
C -2.66620 -2.55146 4.84317 0.01 0.05 0.62
H -1.01115 -0.28397 6.13404 -0.03 0.09 1.15
H -1.20089 0.37757 4.50874 0.07 -0.68 0.30
H -0.48794 -2.35544 5.12582 0.68 -0.31 -0.12
H -1.20814 -1.79030 3.58201 0.86 0.09 -1.34
H -2.79917 -3.26191 5.69340 0.51 0.74 -0.25
H -3.00949 -3.15713 4.00259 0.08 0.32 -0.17
```
Forces are in eV/Å.

Kohn-Sham gap ... 8.74 eV
HOMO ... -0.313 Eh
DFT total energy ... -3609.94630 Ha

These are the Löwdin partial charges, in e, on atoms 1 to 99: C -0.21; S 0.84; O -0.54; C -0.26; H 0.06; H 0.04; H 0.06; H 0.07; H 0.02; H 0.05; C -0.25; S 0.82; O -0.51; C -0.22; H 0.06; H 0.02; H 0.03; H 0.01; H 0.07; H 0.05; C -0.30; S 0.79; O -0.56; C -0.19; H 0.06; H 0.04; H 0.07; H 0.03; H 0.03; H 0.04; C -0.04; O -0.01; C -0.63; O 0.09; O 0.00; C 0.04; H 0.09; H 0.10; H 0.10; H 0.03; H 0.08; H 0.11; C 0.01; O -0.01; C -0.55; O 0.03; O 0.02; C -0.02; H 0.13; H 0.09; H 0.05; H 0.09; H 0.06; H 0.10; C -0.06; O -0.01; C -0.69; O 0.15; O 0.00; C 0.00; H 0.10; H 0.10; H 0.09; H 0.10; H 0.11; H 0.10; O 0.12; C -0.50; O -0.02; C -0.13; C -0.10; C -0.07; H 0.12; H 0.11; H 0.09; H 0.12; H 0.12; H 0.14; O 0.06; C -0.54; O 0.01; C -0.11; C -0.11; C -0.05; H 0.10; H 0.12; H 0.11; H 0.09; H 0.09; H 0.13; O 0.08; C -0.51; O 0.02; C -0.09; C -0.11; C -0.06; H 0.11; H 0.08; H 0.10